[1]
Density functional theory data (ωB97M-V/def2-TZVPD) for C7H11NO in the gas phase in a non-equilibrium geometry.

Cartesian coordinates (Å):
C -1.9902 -2.0763 0.2528
C -1.2556 -1.0832 0.7532
C -1.0466 0.1433 0.0201
C 0.4227 0.2621 -0.5530
C 1.5234 0.2743 0.5657
C 2.8389 0.7743 0.0670
N -2.1981 0.4279 -1.0119
C -1.8756 1.2717 -0.0114
O -2.4019 2.1842 0.5586
H -2.1916 -3.0184 0.6295
H -2.1724 -1.8767 -0.7760
H -0.8659 -0.9149 1.7430
H 0.4399 -0.6351 -1.0837
H 0.4598 1.0737 -1.2373
H 1.2234 0.8865 1.4038
H 1.7180 -0.6597 1.0004
H 3.0409 0.1514 -0.8537
H 3.5950 0.6156 0.8218
H 2.8817 1.7636 -0.2858
H -2.1455 0.4358 -2.0032

The spin multiplicity is 1. The value obtained for the energy above the lowest of the compared OMol25 structures with the same formula, charge and spin is 3.432 eV. The charge is 0. As for the highest occupied orbital energy: -9.474 eV. For the HOMO-LUMO gap, the calculation gives 10.34 eV. The SMILES is C=C[C@@]1(CCC)NC1=O. For the LUMO energy, the calculation gives 0.867 eV.

[2]
Density functional theory data (ωB97M-V/def2-TZVPD) for a molecular structure, C7H11NO in a non-equilibrium geometry.

Cartesian coordinates (Å):
C 1.4844 -0.9648 -0.0204
C 0.1665 -0.4563 0.1965
C -0.3571 0.6866 1.1821
C -1.2898 1.1734 0.0788
C -0.1900 0.7940 -0.8162
C -2.1695 -0.0002 -0.4011
C -1.2503 -1.1466 -0.1926
H 2.8636 0.1447 1.1684
H 3.3820 -0.3661 -0.4129
H 1.5910 -1.6414 0.8830
H 1.6420 -1.3763 -0.9833
H 0.3112 1.6059 1.2598
H -0.7847 0.3572 2.2312
H -1.8917 2.0926 0.0613
H -0.6201 0.5110 -1.7559
H 0.7239 1.4456 -0.9175
H -2.6990 0.0351 -1.5392
H -1.1180 -1.9558 -0.7669
N 2.6237 0.0558 0.0729
O -2.4181 -0.9946 0.6719

The spin multiplicity is 1. The value obtained for the energy above the lowest of the compared OMol25 structures with the same formula, charge and spin is 5.817 eV. The charge is 0. As for the highest occupied orbital energy: -9.051 eV. For the HOMO-LUMO gap, the calculation gives 9.90 eV. For the LUMO energy, the calculation gives 0.849 eV.